# 1
This record from the Open Molecules 2025 dataset describes C4H9N3 in the gas phase. The level of theory is the ωB97M-V functional and the def2-TZVPD basis.

For the total energy, the calculation gives -8763.048 eV. The relative energy (zero: lowest compared OMol25 entry of this formula, charge and spin) is 142.5 kJ/mol. Its SMILES is [H]/N=C/N/C(CC)=N/[H]. For the HOMO energy, the calculation gives -9.1 eV.

Last column: natural (NBO) charge in e.
Element x y z (Å)
N  -0.003  1.607  -0.163  -0.629
N  0.561  -0.545  0.205  -0.601
N  2.797  0.194  -0.229  -0.633
C  -1.742  0.068  0.556  -0.467
C  1.917  -0.714  0.071  0.264
C  -0.340  0.425  0.153  0.411
C  -2.557  -0.656  -0.546  -0.601
H  -0.883  2.064  -0.168  0.318
H  -1.907  -0.509  1.521  0.219
H  -3.590  -0.556  -0.231  0.221
H  0.084  -1.504  0.352  0.388
H  -2.215  -1.756  -0.592  0.192
H  3.675  -0.293  -0.261  0.330
H  2.252  -1.750  0.123  0.154
H  -2.297  1.016  0.703  0.215
H  -2.276  -0.236  -1.535  0.220

***

# 2
This record from the Open Molecules 2025 dataset describes a 2-piece molecular cluster, C2H6N4S overall. The level of theory is the ωB97M-V functional and the def2-TZVPD basis.

For the total energy, the calculation gives -18963.080 eV. The relative energy (zero: lowest compared OMol25 entry of this formula, charge and spin) is 382.6 kJ/mol. For the HOMO energy (spin up / spin down), the calculation gives -7.5 / -7.5 eV.

Last column: natural (NBO) charge in e.
Element x y z (Å)
S  4.343  -0.736  0.693  0.129
N  -1.183  0.385  -1.312  -0.634
N  -0.289  -0.544  -1.064  -0.200
N  3.407  0.114  -0.150  -0.147
N  2.717  0.673  -0.834  0.019
C  0.133  -1.066  -0.002  -0.054
C  -0.315  -0.674  1.310  -0.674
H  -1.899  0.346  -0.534  0.292
H  0.970  -1.739  -0.054  0.186
H  0.443  -0.476  -1.796  0.399
H  -1.245  -0.052  1.270  0.224
H  -0.614  -1.413  2.039  0.232
H  0.562  -0.194  1.745  0.229

***

# 3
This record from the Open Molecules 2025 dataset describes C5H5N3 in the gas phase. The level of theory is the ωB97M-V functional and the def2-TZVPD basis.

For the total energy, the calculation gives -9730.820 eV. The relative energy (zero: lowest compared OMol25 entry of this formula, charge and spin) is 450.5 kJ/mol. For the HOMO energy (spin up / spin down), the calculation gives -7.6 / -7.6 eV.

Last column: natural (NBO) charge in e.
Element x y z (Å)
N  -1.275  -1.290  -0.179  -0.494
N  -3.729  1.232  0.012  -0.300
N  1.057  -0.891  -0.004  -0.315
C  1.357  0.246  0.333  0.387
C  0.080  -1.761  -0.027  0.003
C  2.031  1.422  0.009  -0.743
C  -2.838  0.480  -0.063  0.128
C  -1.534  -0.017  -0.204  -0.055
H  -2.080  -1.970  -0.216  0.406
H  0.250  -2.853  0.154  0.207
H  1.529  2.233  0.577  0.275
H  2.242  1.759  -0.981  0.231
H  2.911  1.411  0.587  0.272

***

# 4
This record from the Open Molecules 2025 dataset describes a 3-piece molecular cluster, C4H15N2O2 overall. The level of theory is the ωB97M-V functional and the def2-TZVPD basis.

For the total energy, the calculation gives -11462.792 eV. The multiplicity is 2. The relative energy (zero: lowest compared OMol25 entry of this formula, charge and spin) is 155.9 kJ/mol. As for the expectation value of S²: 0.751. For the HOMO energy (spin up / spin down), the calculation gives -2.9 / -8.3 eV.

Last column: natural (NBO) charge in e.
Element x y z (Å)
O  1.258  -2.843  -1.056  -1.001
O  0.517  -1.190  3.107  -1.040
N  0.152  -0.375  0.440  -0.920
N  -1.033  -1.072  -2.183  -0.860
C  -0.333  2.530  0.899  -0.643
C  -0.629  0.185  -1.835  0.006
C  0.283  1.983  -0.458  -0.425
C  -0.047  0.539  -0.695  -0.049
H  -1.110  1.888  1.300  0.206
H  -1.645  -1.266  -2.946  0.393
H  0.462  2.587  1.646  0.201
H  0.505  -1.324  0.207  0.440
H  -0.055  -1.024  3.871  0.468
H  0.690  0.091  1.163  0.431
H  -0.845  -0.572  0.784  0.241
H  0.757  -3.583  -0.662  0.431
H  -0.134  2.635  -1.220  0.219
H  -0.761  0.925  -2.612  0.209
H  1.420  -1.066  3.433  0.461
H  1.340  2.260  -0.438  0.203
H  -1.018  -1.820  -1.495  0.339
H  -0.842  3.480  0.747  0.218
H  1.068  -2.968  -2.000  0.471

***

# 5
This record from the Open Molecules 2025 dataset describes a 2-piece molecular cluster, C4H15N2O overall. The level of theory is the ωB97M-V functional and the def2-TZVPD basis.

For the total energy, the calculation gives -9413.032 eV. The relative energy (zero: lowest compared OMol25 entry of this formula, charge and spin) is 60.8 kJ/mol. The total charge is +1. For the HOMO energy, the calculation gives -12.9 eV.

Last column: natural (NBO) charge in e.
Element x y z (Å)
O  3.271  -0.398  -0.061  -0.974
N  0.950  0.428  1.356  -0.697
N  -2.669  -0.177  0.094  -0.854
C  -1.605  -1.141  -0.179  -0.216
C  -0.492  -0.601  -1.070  -0.420
C  -0.101  0.861  -0.833  -0.435
C  -0.030  1.321  0.609  -0.222
H  4.179  -0.069  -0.073  0.503
H  0.861  1.033  -1.313  0.231
H  3.373  -1.350  -0.178  0.498
H  0.371  2.330  0.679  0.228
H  -0.814  1.529  -1.328  0.239
H  -2.733  0.512  -0.647  0.358
H  0.535  -0.501  1.403  0.431
H  1.158  0.715  2.317  0.436
H  1.861  0.390  0.862  0.469
H  -1.155  -1.463  0.780  0.141
H  -1.995  -2.057  -0.639  0.211
H  -0.795  -0.686  -2.108  0.237
H  -0.973  1.196  1.133  0.252
H  0.383  -1.236  -0.899  0.200
H  -3.579  -0.638  0.100  0.384

***

# 6
This record from the Open Molecules 2025 dataset describes a 7-piece molecular cluster, C5H22NO7S overall. The level of theory is the ωB97M-V functional and the def2-TZVPD basis.

For the total energy, the calculation gives -32198.581 eV. The relative energy (zero: lowest compared OMol25 entry of this formula, charge and spin) is 363.7 kJ/mol. The total charge is -1. For the HOMO energy, the calculation gives -3.5 eV.

Last column: natural (NBO) charge in e.
Element x y z (Å)
S  -3.962  0.717  0.517  -0.637
O  -0.041  3.507  -2.461  -0.951
O  1.899  0.189  -1.696  -0.965
O  -0.413  1.277  1.768  -0.668
O  -1.983  1.096  3.936  -0.990
O  2.817  2.694  -1.662  -0.929
O  -0.507  0.367  -2.767  -1.025
O  4.511  -0.748  1.295  -0.941
N  -0.412  -1.198  -0.067  -0.685
C  -1.203  1.005  0.824  0.449
C  -2.755  -0.568  -0.278  -0.505
C  0.354  -2.892  1.556  -0.638
C  -0.181  -2.640  0.178  -0.210
C  -1.544  -0.503  0.617  -0.187
H  -1.105  -3.137  -0.119  0.192
H  -1.626  1.737  0.212  0.164
H  -1.267  1.060  3.237  0.497
H  -2.624  -0.263  -1.366  0.169
H  0.513  -0.852  0.001  0.378
H  -3.341  -1.424  -0.484  0.211
H  -0.076  2.683  -2.868  0.484
H  -1.578  -0.962  1.650  0.220
H  1.393  -2.438  1.537  0.207
H  1.877  1.057  -2.123  0.491
H  0.389  -3.998  1.678  0.200
H  1.808  -0.390  -2.470  0.474
H  3.050  3.528  -1.367  0.463
H  -1.362  -0.146  -2.771  0.467
H  4.018  -0.791  0.549  0.472
H  -0.399  -0.157  -1.830  0.509
H  -2.584  1.783  3.779  0.466
H  -0.173  -2.655  2.429  0.223
H  4.231  -0.042  1.829  0.469
H  -0.589  3.473  -1.722  0.467
H  2.290  2.522  -0.875  0.471
H  0.575  -2.891  -0.665  0.186

***

> What is the formula in the second record?

C2H6N4S

***

> Which formula does entry 3 have?

C5H5N3